Molecular formula: C24H66N2O15
Method: DFT, ωB97M-V with the def2-TZVPD basis set

Each atom is followed by the atoms it is bonded to, with distances in Å.
CARTESIAN COORDINATES (ANGSTROEM)
1 C -3.17 3.26 2.21  O2 1.430, H14 1.087, H15 1.089, H16 1.085
2 O -3.77 2.01 1.83  C1 1.430, C3 1.394
3 C -4.01 1.93 0.46  O2 1.394, C4 1.509, H17 1.094, H18 1.092
4 C -2.80 1.52 -0.34  C3 1.509, C5 1.427, N13 1.295
5 C -2.98 1.21 -1.72  C4 1.427, N6 1.294, H19 1.083
6 N -2.02 0.84 -2.51  C5 1.294, C7 1.373
7 C -0.78 0.77 -1.92  N6 1.373, C8 1.415, C12 1.403
8 C 0.34 0.38 -2.69  C7 1.415, C9 1.371, H20 1.081
9 C 1.59 0.31 -2.13  C8 1.371, C10 1.408, H21 1.079
10 C 1.77 0.59 -0.76  C9 1.408, C11 1.372, H22 1.079
11 C 0.70 0.94 0.01  C10 1.372, C12 1.419, H23 1.081
12 C -0.60 1.06 -0.56  C7 1.403, C11 1.419, N13 1.378
13 N -1.65 1.44 0.25  C4 1.295, C12 1.378
14 H -3.91 3.96 2.59  C1 1.087
15 H -2.64 3.68 1.37  C1 1.089
16 H -2.42 3.04 2.97  C1 1.085
17 H -4.42 2.86 0.07  C3 1.094
18 H -4.76 1.15 0.31  C3 1.092
19 H -3.97 1.27 -2.13  C5 1.083
20 H 0.24 0.12 -3.74  C8 1.081
21 H 2.45 0.02 -2.71  C9 1.079
22 H 2.75 0.54 -0.30  C10 1.079
23 H 0.80 1.13 1.07  C11 1.081
24 C -0.69 -2.38 1.47  O25 1.426, H26 1.089, H27 1.090, H28 1.088
25 O -1.66 -2.24 0.43  C24 1.426, H29 0.961
26 H -0.87 -3.34 1.96  C24 1.089
27 H 0.32 -2.38 1.06  C24 1.090
28 H -0.80 -1.58 2.20  C24 1.088
29 H -1.49 -1.39 0.01  O25 0.961
30 C 1.86 -2.90 4.45  O31 1.430, H32 1.085, H33 1.092, H34 1.092
31 O 1.99 -2.51 3.08  C30 1.430, H35 0.960
32 H 0.99 -2.39 4.86  C30 1.085
33 H 1.69 -3.98 4.53  C30 1.092
34 H 2.74 -2.63 5.03  C30 1.092
35 H 2.75 -2.97 2.72  O31 0.960
36 C 4.93 -1.44 -2.39  O37 1.428, H38 1.087, H39 1.093, H40 1.093
37 O 5.10 -0.03 -2.26  C36 1.428, H41 0.961
38 H 3.90 -1.68 -2.13  C36 1.087
39 H 5.13 -1.76 -3.41  C36 1.093
40 H 5.60 -1.97 -1.70  C36 1.093
41 H 6.01 0.17 -2.50  O37 0.961
42 C 1.31 2.99 -5.65  O43 1.427, H44 1.086, H45 1.094, H46 1.093
43 O 2.49 2.71 -4.90  C42 1.427, H47 0.962
44 H 1.57 3.29 -6.66  C42 1.086
45 H 0.69 2.08 -5.71  C42 1.094
46 H 0.73 3.79 -5.18  C42 1.093
47 H 2.18 2.43 -4.03  O43 0.962
48 C -0.13 4.06 -9.16  O49 1.425, H50 1.087, H51 1.093, H52 1.093
49 O -0.82 3.55 -8.03  C48 1.425, H53 0.961
50 H 0.94 3.95 -8.98  C48 1.087
51 H -0.39 3.51 -10.07  C48 1.093
52 H -0.34 5.13 -9.31  C48 1.093
53 H -1.76 3.65 -8.19  O49 0.961
54 C -1.18 -5.90 -0.36  O55 1.422, H56 1.088, H57 1.093, H58 1.093
55 O -2.12 -5.49 0.62  C54 1.422, H59 0.961
56 H -1.45 -6.91 -0.67  C54 1.088
57 H -1.24 -5.24 -1.24  C54 1.093
58 H -0.17 -5.90 0.03  C54 1.093
59 H -1.90 -4.59 0.89  O55 0.961
60 C 4.66 4.09 -2.19  O61 1.424, H62 1.086, H63 1.094, H64 1.093
61 O 5.44 3.83 -3.35  C60 1.424, H65 0.962
62 H 5.11 4.92 -1.66  C60 1.086
63 H 3.64 4.35 -2.46  C60 1.094
64 H 4.65 3.22 -1.53  C60 1.093
65 H 5.02 3.09 -3.80  O61 0.962
66 C -0.73 0.46 4.17  O67 1.424, H68 1.087, H69 1.094, H70 1.091
67 O -0.35 1.68 3.55  C66 1.424, H71 0.964
68 H -0.43 0.51 5.22  C66 1.087
69 H -1.82 0.32 4.11  C66 1.094
70 H -0.22 -0.38 3.69  C66 1.091
71 H -0.62 1.62 2.63  O67 0.964
72 C 2.18 4.03 1.66  O73 1.428, H74 1.088, H75 1.094, H76 1.094
73 O 2.97 3.83 0.49  C72 1.428, H77 0.960
74 H 2.60 4.87 2.22  C72 1.088
75 H 1.15 4.27 1.39  C72 1.094
76 H 2.20 3.14 2.29  C72 1.094
77 H 2.56 3.10 0.03  O73 0.960
78 C 0.16 -0.40 -7.52  O79 1.428, H80 1.087, H81 1.093, H82 1.093
79 O 1.04 -0.70 -6.44  C78 1.428, H83 0.961
80 H -0.86 -0.44 -7.15  C78 1.087
81 H 0.35 0.60 -7.92  C78 1.093
82 H 0.27 -1.14 -8.32  C78 1.093
83 H 1.94 -0.65 -6.78  O79 0.961
84 C -1.43 -3.83 5.69  O85 1.423, H86 1.088, H87 1.094, H88 1.094
85 O -0.33 -4.11 6.55  C84 1.423, H89 0.962
86 H -1.03 -3.52 4.73  C84 1.088
87 H -2.06 -4.71 5.54  C84 1.094
88 H -2.04 -3.01 6.09  C84 1.094
89 H -0.70 -4.38 7.40  O85 0.962
90 C -4.18 -7.74 -2.25  O91 1.421, H92 1.087, H93 1.094, H94 1.094
91 O -4.61 -7.42 -0.93  C90 1.421, H95 0.964
92 H -4.82 -8.53 -2.63  C90 1.087
93 H -4.28 -6.87 -2.91  C90 1.094
94 H -3.15 -8.08 -2.25  C90 1.094
95 H -4.04 -6.71 -0.61  O91 0.964
96 C -2.37 -4.32 10.59  O97 1.427, H98 1.086, H99 1.092, H100 1.092
97 O -1.49 -4.55 9.49  C96 1.427, H101 0.962
98 H -1.97 -3.48 11.15  C96 1.086
99 H -3.38 -4.07 10.24  C96 1.092
100 H -2.41 -5.19 11.25  C96 1.092
101 H -1.84 -5.31 9.01  O97 0.962
102 C 0.49 7.40 3.54  O103 1.424, H104 1.087, H105 1.093, H106 1.093
103 O -0.18 6.81 2.43  C102 1.424, H107 0.961
104 H -0.05 7.12 4.43  C102 1.087
105 H 1.52 7.03 3.62  C102 1.093
106 H 0.51 8.49 3.45  C102 1.093
107 H 0.30 7.05 1.63  O103 0.961

Results
LUMO energy: -0.0135 hartree
E_HOMO: -9.48 eV
ΔE to the lowest compared entry with this formula, charge and spin: 153.3 kJ/mol

Löwdin atomic charge list, values in e, 99 entries: -0.081 -0.173 -0.194 -0.225 -0.069 0.151 -0.215 0.000 -0.069 -0.064 -0.016 -0.205 0.202 0.088 0.084 0.073 0.135 0.135 0.122 0.108 0.090 0.113 0.102 -0.137 -0.114 0.069 0.077 0.056 0.046 -0.143 -0.136 0.057 0.080 0.082 0.074 -0.152 -0.136 0.064 0.080 0.078 0.077 -0.146 -0.129 0.064 0.064 0.084 0.049 -0.155 -0.133 0.070 0.076 0.077 0.075 -0.150 -0.124 0.068 0.083 0.078 0.028 -0.168 -0.129 0.080 0.072 0.064 0.054 -0.143 -0.139 0.082 0.085 0.047 0.025 -0.142 -0.131 0.073 0.074 0.075 0.035 -0.152 -0.137 0.080 0.066 0.075 0.074 -0.149 -0.126 0.054 0.080 0.082 0.035 -0.168 -0.123 0.074 0.076 0.067 0.050 -0.143 -0.132 0.080 0.078